Below is 16 unconnected molecules or ions with the total composition C31H43Cl46N3O3P in a non-equilibrium geometry, with properties calculated with ωB97M-V/def2-TZVPD.

Element x y z (Å)
C (1.73014, -2.72481, 5.21032)
C (2.22861, -2.12279, 4.31635)
C (2.81810, -1.40176, 3.15647)
P (3.81618, 0.06424, 3.87567)
O (5.26291, -0.55759, 4.32440)
Cl (2.86845, 0.64919, 5.62317)
N (1.68186, -0.80178, 2.43136)
C (1.10952, -1.57633, 1.49004)
N (-0.08082, -1.27996, 1.07519)
C (-0.88925, -0.14485, 1.52410)
C (-2.41862, -0.39946, 1.39120)
C (-3.17197, -0.13547, 2.70484)
C (-3.49016, -1.48556, 3.36743)
O (-4.49511, -2.09071, 2.54157)
C (-4.65582, -3.40549, 2.92280)
O (-5.71345, -3.78867, 3.28277)
N (1.70196, -2.66505, 0.86206)
C (2.71951, -3.34579, 1.68682)
C (3.67893, -2.38060, 2.38181)
C (4.81442, -1.79472, 1.47323)
C (4.51967, -0.62380, 0.43991)
C (5.37246, 0.63589, 0.75013)
C (4.77395, 1.94082, 0.21737)
C (3.86244, 2.69010, 1.19686)
H (1.35364, -3.49818, 5.82570)
H (5.91624, 0.11597, 4.09702)
H (1.01338, -0.54948, 3.15510)
H (-0.48608, -1.86942, 0.36126)
H (-0.70744, 0.16432, 2.55158)
H (-0.61557, 0.70748, 0.89893)
H (-2.76888, 0.35040, 0.69267)
H (-2.62515, -1.38312, 0.97112)
H (-2.60789, 0.45466, 3.43152)
H (-4.10276, 0.39814, 2.52448)
H (-3.85151, -1.31935, 4.38067)
H (-2.57740, -2.09165, 3.35700)
H (-3.79516, -4.09359, 2.85610)
H (2.11099, -2.35964, -0.01721)
H (2.19588, -3.96843, 2.41172)
H (3.33474, -4.03677, 1.11383)
H (4.19808, -2.97551, 3.13507)
H (5.19059, -2.62806, 0.87505)
H (5.62653, -1.47530, 2.11852)
H (4.89949, -0.99790, -0.53215)
H (3.46982, -0.39731, 0.30357)
H (6.31480, 0.48164, 0.20419)
H (5.66635, 0.70726, 1.79688)
H (4.24596, 1.76917, -0.71415)
H (5.58416, 2.63596, -0.02337)
H (2.98937, 2.08214, 1.43690)
H (4.40011, 2.94553, 2.10850)
H (3.49983, 3.62258, 0.76233)
C (2.70640, -0.15758, -3.00138)
Cl (3.42053, -1.46017, -2.02336)
Cl (2.49533, -0.67666, -4.66506)
Cl (1.14676, 0.35199, -2.33974)
H (3.40399, 0.67630, -2.99598)
C (-4.79144, 1.76287, -4.00558)
Cl (-5.09423, 1.86744, -5.73393)
Cl (-3.17618, 1.10160, -3.70249)
Cl (-4.99201, 3.33455, -3.23839)
H (-5.51814, 1.08662, -3.57118)
C (-0.56467, 2.74413, -5.93165)
Cl (0.80049, 3.52932, -6.72349)
Cl (-1.41612, 1.67633, -7.05165)
Cl (-0.01618, 1.83854, -4.51276)
H (-1.25513, 3.51064, -5.60027)
C (6.94254, 1.47673, -3.17388)
Cl (7.95327, 2.90077, -2.99425)
Cl (7.26078, 0.31194, -1.86995)
Cl (5.23023, 1.93343, -3.21826)
H (7.18906, 0.99752, -4.11154)
C (-1.93184, 4.06782, 4.26485)
Cl (-2.43276, 4.50586, 2.62760)
Cl (-0.49707, 3.03206, 4.21967)
Cl (-1.59507, 5.49622, 5.23697)
H (-2.74015, 3.51943, 4.73179)
C (-3.69192, -7.41939, 1.99889)
Cl (-3.35180, -6.39955, 3.40141)
Cl (-2.35338, -7.35701, 0.84582)
Cl (-4.00695, -9.07903, 2.49669)
H (-4.57969, -7.03637, 1.50946)
C (-7.24028, -1.71296, -6.86489)
Cl (-6.83187, -0.72108, -5.45939)
Cl (-8.75159, -1.16962, -7.58903)
Cl (-5.93112, -1.67697, -8.04716)
H (-7.37031, -2.73448, -6.53282)
C (10.52071, -0.65117, -4.48088)
Cl (11.24769, 0.30455, -3.19070)
Cl (9.05397, 0.13845, -5.08474)
Cl (11.66635, -0.91039, -5.79106)
H (10.24140, -1.61480, -4.07554)
C (-2.46193, -1.41940, 7.26596)
Cl (-3.09921, 0.19289, 7.58509)
Cl (-3.76767, -2.56969, 6.98331)
Cl (-1.36343, -1.38566, 5.87284)
H (-1.90548, -1.74242, 8.13611)
C (-8.52260, 5.53559, -3.13097)
Cl (-9.39128, 6.98934, -2.64388)
Cl (-7.62685, 5.81141, -4.62441)
Cl (-7.43326, 4.99964, -1.84400)
H (-9.24575, 4.75051, -3.30854)
C (-2.05503, 9.10037, 2.47815)
Cl (-1.00193, 8.32732, 3.66389)
Cl (-2.43360, 10.75366, 2.96016)
Cl (-1.31662, 9.07099, 0.87506)
H (-2.97895, 8.54211, 2.43425)
C (-1.68949, 6.24918, -9.24076)
Cl (-1.71274, 7.46487, -7.96137)
Cl (-0.13402, 6.24853, -10.07221)
Cl (-2.04432, 4.64864, -8.58459)
H (-2.45862, 6.49889, -9.95970)
C (-5.16033, -8.45063, -1.28099)
Cl (-5.92436, -6.90016, -0.89373)
Cl (-6.37936, -9.69159, -1.55244)
Cl (-4.10714, -8.28972, -2.68697)
H (-4.55338, -8.75078, -0.43634)
C (1.60133, -4.72021, -5.45020)
Cl (2.27662, -3.74823, -4.13494)
Cl (0.10188, -4.00129, -6.04000)
Cl (2.77055, -4.88906, -6.75727)
H (1.37709, -5.70616, -5.06487)
C (0.63232, 1.86662, 9.12687)
Cl (0.05877, 2.25840, 7.50177)
Cl (2.10711, 0.91445, 9.00959)
Cl (0.89887, 3.33263, 10.06637)
H (-0.12276, 1.27452, 9.62791)

- Net charge: +1
- Electronic energy: -23106.80901 Ha
- E_LUMO: -0.0859 hartree
- Orbital gap: 9.04 eV

Results of the Löwdin charge analysis, in e, for atoms 1 through 99: 0.121 -0.173 -0.541 0.647 -0.305 0.260 0.153 -0.325 0.141 -0.122 -0.138 -0.153 -0.242 -0.047 -0.368 0.124 0.111 -0.114 -0.267 -0.114 -0.258 -0.248 -0.274 -0.113 0.048 0.057 0.128 0.171 0.092 0.131 0.111 0.115 0.094 0.124 0.083 0.099 0.067 0.078 0.126 0.134 0.153 0.112 0.088 -0.003 0.056 0.013 0.070 0.052 0.104 0.045 0.066 0.073 -1.477 0.626 0.542 0.494 -0.097 -1.548 0.506 0.503 0.515 -0.008 -1.538 0.530 0.506 0.446 0.012 -1.509 0.566 0.608 0.631 -0.089 -1.536 0.527 0.487 0.528 0.013 -1.540 0.583 0.535 0.565 -0.029 -1.539 0.506 0.538 0.529 0.012 -1.525 0.535 0.578 0.551 0.016 -1.511 0.538 0.567 0.548 0.017 -1.548 0.533